No. 1
51
Properties=species:S:1:pos:R:3:mulliken_charge:R:1 method="wB97M-V/def2-TZVPD" charge=-1
H 3.2478 3.3136 -0.3354 0.3493
C 4.7837 0.5797 -1.4284 -0.7383
H 3.3772 -0.1556 0.6632 0.3798
C 2.6832 -0.4402 -1.8564 -0.6555
C -5.0947 -3.0935 3.2466 -0.3939
O -2.1789 2.2861 2.2948 -0.5283
H -1.6081 2.4539 3.0617 0.3857
C -2.7157 -1.9591 2.3224 -0.2118
C -3.8992 -3.4605 3.8396 -0.5758
C -2.7191 -2.8969 3.3726 0.5639
O -1.5073 -1.0741 -3.7800 -0.7896
N 2.0479 0.4156 -0.8485 0.7171
H 0.8702 1.3989 -2.2674 0.1507
S 1.1729 -1.7718 2.5329 -0.4794
H -3.8816 -4.1787 4.6496 0.3559
N 3.8325 0.2261 -2.4816 0.0045
O -0.1896 1.7216 1.4428 -0.4660
O -1.3776 0.7384 -0.7862 0.0791
C -2.1045 0.0634 -1.8173 -0.3915
C -2.1810 1.4563 0.0916 -0.3074
C -1.3801 1.8093 1.3190 0.3483
N -1.4819 -1.4527 1.9599 -0.1039
H -2.5476 2.3955 -0.3508 0.4117
H -3.0569 0.8861 0.4155 0.1293
C 3.3542 1.4653 -3.0963 -0.6858
C 1.6070 1.6499 -1.5026 -0.6357
H 5.1341 -0.3359 -0.9467 0.3487
H -2.5021 0.7976 -2.5227 0.2567
H 2.5717 1.3982 0.9206 0.0356
H -2.9398 -0.4880 -1.3665 0.2880
O -0.3449 -1.5757 -1.9220 -0.7063
C 3.7096 2.6607 -1.0798 -0.6505
H 3.0209 -1.3599 -1.3734 0.2841
H -6.0482 -1.9167 1.7270 0.3740
N 4.1986 1.4543 -0.4094 0.0246
H -6.0247 -3.5244 3.5946 0.3511
H 1.1335 2.2910 -0.7577 0.0249
C 3.0426 0.7593 0.1713 -0.6540
H 1.9415 -0.7056 -2.6102 0.1811
H 4.2004 1.9804 -3.5603 0.3357
N 2.7279 2.3667 -2.1246 0.0976
C -3.9335 -1.6156 1.7294 0.0274
H 2.6240 1.2161 -3.8686 0.3727
Na 0.1000 -0.8068 0.1088 0.6182
H 4.5592 3.1831 -1.5292 0.3409
H -3.9449 -0.9261 0.8973 0.1605
C -1.2129 -0.9598 -2.5843 0.4716
S -1.0813 -3.1651 3.8734 -0.3043
H 5.6398 1.0891 -1.8807 0.3418
C -0.5183 -2.0135 2.6603 0.2666
C -5.1063 -2.1800 2.1923 -0.7992


No. 2
10
Properties=species:S:1:pos:R:3:mulliken_charge:R:1 method="wB97M-V/def2-TZVPD" charge=0
N -1.4086 0.3447 -0.0632 0.4951
C -0.7146 1.0912 -1.6363 0.1412
N -0.6322 0.3460 1.0592 -0.5798
H -1.4321 -1.1798 2.1333 0.0523
N -1.6571 1.4884 -0.8339 -0.5695
H -0.3945 1.4381 -2.5977 0.3675
H 0.8890 -1.0928 0.4389 0.2235
N -0.3849 -0.0947 -0.9706 -0.3597
H 1.2702 0.6503 0.2341 0.2509
C 0.4714 -0.1015 0.2471 -0.0214


No. 3
13
Properties=species:S:1:pos:R:3:mulliken_charge:R:1 method="wB97M-V/def2-TZVPD" charge=0 smiles="OP(S)S.C=C"
H -2.9876 -0.5955 -1.1090 0.1800
S 3.0427 -1.4263 0.3666 -0.3443
H 2.8632 0.9789 -0.9862 0.2006
S 1.5208 0.8381 -1.3585 -0.2742
H -3.0186 0.1134 1.1082 0.2170
P 1.0299 -0.7356 0.0105 0.3475
C -2.2425 0.5616 0.5340 -0.4240
H -1.4600 1.1019 1.0133 0.3029
C -2.2211 0.1312 -0.7292 -0.4396
H -1.3779 0.4281 -1.4163 0.1658
H 0.7800 0.0216 2.2128 0.3006
O 0.8976 0.2923 1.3037 -0.3993
H 3.1735 -1.7098 -0.9500 0.1669


No. 4
17
Properties=species:S:1:pos:R:3:mulliken_charge:R:1 method="wB97M-V/def2-TZVPD" charge=0 smiles="C=C.CCC"
C -2.1692 -2.6323 0.7599 -0.4544
H -2.8510 -1.9301 0.2195 0.2808
H 3.0180 1.8977 -0.5834 0.3254
H -0.5633 -2.4796 -0.4628 0.2231
H 0.7760 2.3950 -1.5159 0.2754
H -0.5161 -4.2029 0.1118 0.1906
C 0.8884 1.5664 -0.7699 -0.1867
H -1.2657 1.4129 -0.7540 0.2791
H 2.0115 2.6594 0.8337 0.2174
C -1.1105 -3.1529 0.1211 -0.4327
C -0.4370 1.4813 -0.0140 -1.1471
H 1.0007 0.6278 -1.5192 0.2031
C 2.1991 1.7279 0.0767 -1.0203
H 2.4803 0.8673 0.6312 0.3311
H -0.8777 2.3467 0.4768 0.3726
H -0.2655 0.7617 0.6960 0.3506
H -2.3181 -3.3465 1.6927 0.1920


No. 5
12
Properties=species:S:1:pos:R:3:mulliken_charge:R:1 method="wB97M-V/def2-TZVPD" charge=0
H -1.5107 -1.4442 -0.8153 0.3650
H 0.6191 -1.3843 0.7548 0.3373
H -0.9699 1.7479 1.1792 0.3038
C -1.4777 -0.3886 -0.4700 -0.1163
H 2.5938 -1.9311 -1.0161 0.3239
O -2.4260 0.3588 -0.6295 -0.5331
C -0.0989 1.4681 0.5807 -1.1647
C 0.8948 -0.7327 -0.2020 0.0600
H 0.8142 1.6440 1.1552 0.3692
C -0.2188 0.0491 0.1100 0.1646
C 1.8656 -1.5079 -0.3465 -0.3845
H -0.0855 2.1209 -0.3006 0.2747


No. 6
70
Properties=species:S:1:pos:R:3:lowdin_spin:R:1 method="wB97M-V/def2-TZVPD" spin_multiplicity=2 charge=-1
C 7.5240 0.2649 0.2741 0.0000
C -3.8163 -5.1615 -3.3663 0.0000
O 1.1270 -0.2613 4.3080 -0.0034
H -4.6710 -1.5536 -4.6880 -0.0001
C -2.3685 -0.0074 4.0297 0.0007
C 1.4176 0.6780 -0.5513 -0.0002
H 0.1672 1.9082 0.5778 -0.0002
H -1.9875 2.8230 -1.9822 0.0001
H -2.8565 -0.0876 5.0042 0.0001
H 5.2845 -0.7421 -2.8071 0.0000
C 3.3456 1.5294 -1.9101 0.0001
C -2.4640 -1.6269 -1.4871 0.0010
O -1.6230 -1.7623 -0.5405 -0.0055
C -2.8667 -0.3575 -2.0443 -0.0012
C -3.1430 0.9147 3.0681 0.0000
C -2.4414 0.8323 -1.3869 0.0024
H 7.4203 -1.8970 -2.3417 0.0000
C 5.5272 0.5588 -1.0968 0.0000
C -3.7392 -2.7921 -3.2063 -0.0003
N 4.4821 1.4355 -1.0526 0.0000
H -2.7277 -5.2816 -3.3275 0.0000
C -3.6393 2.1359 3.8686 0.0000
H 0.7884 -2.2696 -1.5112 0.0002
O 0.2040 -0.2049 2.3017 -0.0010
C 7.0917 -1.0990 -1.6885 0.0000
C -3.6772 -0.3844 -3.2017 -0.0002
H 2.8166 -1.0155 -2.9012 0.0001
H -2.3555 3.8922 3.6205 0.0000
C 6.3219 0.9313 0.0184 0.0000
C 0.2032 0.0058 3.5574 -0.0017
H 1.8296 1.8316 1.1634 0.0000
H 1.4606 2.7956 -0.2720 0.0000
C -1.0243 0.7510 4.1433 0.0008
C -2.2469 -1.4513 3.4729 0.0000
H 2.9428 2.5438 -1.8126 0.0000
H -4.3507 2.7169 3.2814 0.0000
H -4.2279 -5.3245 -2.3645 0.0000
H -3.9754 0.5399 -3.6754 0.0000
H -3.4917 2.6556 -1.0880 0.0000
C 7.8854 -0.7418 -0.5982 0.0000
C 5.8923 -0.4578 -1.9600 0.0000
C -4.0834 -1.5524 -3.7835 -0.0010
C 1.2131 -1.2955 -1.3857 0.0007
H 8.8145 -1.2749 -0.4390 0.0000
H -0.4623 2.5002 2.8839 0.0000
C -2.3179 2.8970 4.0629 0.0000
H 3.6503 1.3435 -2.9479 0.0000
C 1.2095 1.8881 0.2708 -0.0004
O -2.3430 -2.3768 4.2633 -0.0032
H -0.7787 1.0031 5.1781 0.0001
N 2.3270 0.5751 -1.5559 -0.0001
C -2.8776 2.2059 -1.8659 0.0023
H -2.0311 2.9930 5.1077 0.0000
N 0.7421 -0.4387 -0.4381 0.0016
O -2.1169 -1.5730 2.2133 0.0064
C -1.3373 1.9911 3.2853 0.0001
C -2.9833 -2.8136 -2.0652 -0.0004
H -3.4278 2.1792 -2.7973 0.0004
O -2.1376 1.4711 2.2401 -0.0016
Co -0.9748 -0.6770 0.8786 0.9742
O -1.6934 0.8524 -0.3802 0.0291
N 5.7092 1.9707 0.6411 0.0000
N 4.6340 2.2650 0.0193 0.0000
H -4.1109 1.8494 4.8066 0.0000
H -2.6859 -3.7274 -1.5778 -0.0001
H -3.8957 0.4138 2.4613 0.0000
H -4.2382 -5.8905 -4.0584 0.0000
C 2.2058 -0.6881 -2.0842 0.0002
O -4.1796 -3.9033 -3.8771 0.0000
H 8.1323 0.5460 1.1191 0.0000


In eV, the ΔE to the lowest compared entry with this formula, charge and spin values for the records above are, in order, 0.000 9.125 1.624 3.678 5.221 0.871.